{
  "formula": "C27H50GdP2",
  "method": "ωB97M-V with the def2-TZVPD basis set",
  "orbital_gap_ev": [5.24, 4.71],
  "spin_multiplicity": 8,
  "e_above_lowest_kj_mol": 1346.49,
  "homo_ha": [-0.3295, -0.3317],
  "largest_force_ha_per_bohr": 0.116,
  "charge": 1,
  "total_energy_ev": -68201.3682,
  "elements": ["Gd", "C", "C", "C", "C", "C", "C", "H", "H", "H", "C", "H", "H", "H", "C", "H", "H", "H", "C", "H", "H", "H", "C", "H", "H", "H", "C", "C", "C", "C", "C", "C", "C", "C", "H", "H", "H", "H", "H", "H", "H", "H", "H", "H", "H", "H", "P", "C", "C", "P", "C", "C", "C", "H", "H", "H", "H", "H", "H", "H", "H", "H", "H", "H", "H", "H", "H", "C", "C", "C", "C", "H", "H", "H", "H", "H", "H", "H", "H", "H"],
  "coordinates": [[-0.3519, -1.3168, -0.3743], [-0.0265, 1.6458, -0.9211], [-1.0996, 1.3501, -0.0111], [0.8726, 1.4208, 1.1928], [1.1781, 1.6946, -0.1607], [-0.5195, 1.1724, 1.2897], [-0.1653, 2.1297, -2.3166], [-1.0560, 1.7146, -2.7995], [0.7132, 1.8491, -2.9118], [-0.2447, 3.2310, -2.3243], [2.5207, 2.0529, -0.6770], [2.4691, 2.4303, -1.7000], [3.1758, 1.1746, -0.6778], [3.0057, 2.8165, -0.0530], [1.8515, 1.4758, 2.3141], [2.4231, 2.4171, 2.2866], [2.5671, 0.6433, 2.2405], [1.3320, 1.4051, 3.2776], [-1.2835, 1.0912, 2.5592], [-1.5134, 2.1057, 2.9273], [-0.6971, 0.5847, 3.3353], [-2.2276, 0.5486, 2.4372], [-2.5261, 1.6787, -0.2563], [-2.7216, 2.6972, 0.1250], [-3.2169, 0.9991, 0.2588], [-2.7824, 1.6806, -1.3202], [-1.8419, -4.4382, -2.9539], [-2.5441, -3.4070, -3.6208], [-4.0654, -3.5765, -3.6849], [-4.8134, -3.9672, -2.4133], [-4.1558, -3.6034, -1.1509], [-3.3172, -4.3738, -0.3804], [-2.8484, -5.6938, -0.9905], [-2.4568, -5.7010, -2.4920], [-4.2843, -4.2846, -4.5037], [-5.0145, -5.0333, -2.4337], [-4.4918, -2.6543, -4.0662], [-3.3419, -5.9493, -3.1055], [-0.7673, -4.4276, -2.8333], [-2.1415, -2.8998, -4.5094], [-1.7439, -6.5439, -2.6913], [-1.9830, -6.0732, -0.4430], [-3.5268, -4.5075, 0.7055], [-3.6057, -6.4862, -0.8232], [-5.8100, -3.4945, -2.4429], [-4.4322, -2.6164, -0.8288], [-1.2381, -1.8355, -3.0629], [0.0807, -2.4183, -4.3196], [-2.6541, -0.7165, -3.3785], [-2.1846, -2.9440, 0.9763], [-1.4214, -2.8039, -1.5737], [-3.7523, -2.0449, 1.3910], [-1.4544, -4.3961, 1.8457], [1.0666, -2.5280, -3.8243], [0.2425, -1.7366, -5.1878], [-0.1503, -3.4138, -4.7825], [-3.6196, -1.2293, -3.3042], [-2.6919, -0.2539, -4.3786], [-2.7352, 0.1016, -2.6636], [-1.6156, -5.3248, 1.2718], [-1.8337, -4.6036, 2.8627], [-0.3583, -4.2962, 1.9120], [-0.8196, -3.6981, -1.2746], [-2.5244, -2.8106, -1.5169], [-3.6851, -1.3181, 2.2063], [-4.5931, -2.7187, 1.6047], [-4.0470, -1.4583, 0.5124], [4.3027, -1.0030, 0.5600], [3.1318, -1.5461, -0.2780], [3.5845, -2.7912, -1.0574], [1.8433, -1.8495, 0.4844], [4.5460, -1.6751, 1.3968], [4.0899, -0.0093, 0.9778], [5.1973, -0.9074, -0.0771], [2.9173, -0.7569, -1.0253], [3.8018, -3.6138, -0.3608], [2.8061, -3.1349, -1.7526], [4.4919, -2.5784, -1.6404], [1.7280, -2.9288, 0.6922], [1.7297, -1.2204, 1.3990]],
  "forces_ev_per_angstrom": [[2.482, 4.925, 2.247], [0.151, -0.526, 1.176], [1.017, -0.551, -0.166], [-0.630, -0.252, -0.656], [-0.984, -0.395, -0.035], [0.323, -0.018, -0.742], [0.066, 0.241, -0.358], [0.103, 0.146, -0.080], [-0.256, 0.124, -0.040], [-0.028, -0.314, -0.214], [0.475, -0.070, -0.077], [0.073, 0.033, 0.081], [0.123, 0.269, -0.065], [-0.107, -0.126, -0.150], [0.078, -0.188, 0.118], [-0.135, -0.298, 0.085], [-0.052, 0.254, 0.237], [0.283, 0.057, -0.141], [-0.142, 0.079, 0.507], [-0.088, -0.318, 0.034], [-0.235, 0.076, -0.038], [0.056, 0.121, 0.101], [-0.475, 0.275, 0.140], [-0.198, -0.291, -0.165], [-0.027, 0.111, -0.032], [0.002, 0.053, 0.099], [0.164, -0.201, -1.036], [-0.217, -2.028, -2.507], [0.348, 0.783, -0.821], [-0.601, -0.604, -0.384], [-1.227, 1.129, -0.073], [-0.131, -0.997, 2.160], [0.510, -0.588, 0.414], [-0.516, -0.818, -0.071], [0.191, 0.035, 0.316], [-0.051, -0.199, 0.043], [-0.053, 0.181, -0.087], [0.409, 0.259, 0.252], [-0.063, -0.332, -1.284], [-0.755, -1.630, -0.548], [-0.449, 0.774, 0.348], [0.057, 0.115, 0.094], [-0.853, -0.544, -0.858], [0.146, 0.530, -0.033], [0.385, -0.093, 0.040], [-0.182, 0.039, 0.345], [2.192, 1.249, -0.650], [-0.139, -0.225, -0.554], [-1.058, 0.536, -0.125], [0.521, -0.207, -0.868], [-1.030, -0.869, 0.414], [-0.533, -0.632, 0.755], [-0.244, -0.654, 1.193], [-0.654, 0.283, 0.053], [-0.388, -0.093, 0.894], [-0.125, 0.816, 0.504], [0.377, -0.070, 0.074], [0.642, -0.301, 0.232], [0.572, 0.022, 0.054], [-0.170, 0.464, 0.188], [0.191, 0.222, -0.363], [-0.448, 0.407, 0.038], [-0.585, 1.061, -0.413], [1.131, -0.268, 0.397], [0.389, -0.311, 0.035], [0.140, 0.109, 0.040], [0.446, -0.075, 0.128], [0.018, -0.086, 0.124], [0.046, 0.068, -0.560], [0.115, 0.152, 0.063], [-0.268, -0.013, 0.134], [-0.069, 0.116, -0.219], [0.008, -0.325, -0.118], [-0.248, -0.016, 0.228], [0.084, -0.265, 0.130], [-0.007, 0.156, -0.174], [0.057, 0.017, 0.083], [-0.243, -0.124, 0.124], [0.266, 0.227, 0.363], [0.027, -0.598, -0.381]],
  "lowdin_spin": [5.3980, 0.0014, -0.0164, -0.0052, -0.0074, 0.0024, 0.0023, 0.0009, 0.0003, -0.0001, -0.0017, 0.0000, -0.0007, -0.0003, -0.0010, -0.0003, -0.0003, 0.0000, 0.0010, -0.0001, 0.0001, 0.0004, -0.0031, -0.0019, -0.0003, -0.0001, 0.1979, 0.1043, 0.0480, 0.0621, 0.3865, 0.0214, 0.0069, 0.0260, 0.0100, 0.0071, 0.0010, 0.0062, 0.0039, -0.0009, 0.0015, -0.0005, 0.0393, -0.0041, 0.0084, 0.0168, 0.2460, 0.0258, 0.0354, 0.2248, 0.2793, 0.0223, 0.0271, 0.0000, 0.0006, 0.0057, 0.0038, -0.0007, 0.0000, 0.0048, 0.0033, 0.0010, 0.0075, 0.0152, 0.0066, 0.0025, 0.0013, -0.0084, -0.0182, -0.0005, -0.1824, 0.0000, 0.0000, -0.0013, -0.0030, 0.0000, 0.0001, 0.0001, -0.0050, -0.0035]
}

{
  "formula": "C27H50IN4O4S",
  "method": "ωB97M-V with the def2-TZVPD basis set",
  "orbital_gap_ev": 8.12,
  "homo_ha": -0.4148,
  "largest_force_ha_per_bohr": 0.088,
  "charge": 1,
  "total_energy_ev": -61882.6705,
  "elements": ["C", "C", "N", "O", "C", "C", "C", "C", "C", "C", "C", "N", "C", "C", "I", "C", "C", "N", "C", "C", "C", "C", "C", "C", "C", "C", "O", "C", "N", "C", "H", "H", "H", "H", "H", "H", "H", "H", "H", "H", "H", "H", "H", "H", "H", "H", "H", "H", "H", "H", "H", "H", "H", "H", "H", "H", "H", "H", "H", "H", "H", "H", "H", "H", "H", "H", "H", "H", "H", "H", "H", "H", "C", "C", "C", "S", "O", "O", "C", "H", "H", "H", "H", "H", "H", "H", "H"],
  "coordinates": [[-1.5082, 6.4264, 3.2648], [-1.7469, 5.4682, 2.5543], [-2.0705, 4.5967, 1.4847], [-3.3739, 4.3343, 1.1729], [-4.1805, 4.0248, 2.3406], [-5.0735, 5.2542, 2.7652], [-6.2991, 4.6723, 3.6161], [-5.6961, 6.0436, 1.5495], [-4.7028, 7.1024, 0.9009], [-6.3525, 5.1435, 0.4305], [-1.0419, 4.1008, 0.7734], [0.2507, 4.4633, 1.1476], [1.0051, 3.8077, 0.1715], [2.5223, 4.0375, 0.3314], [3.3594, 2.6264, 1.7944], [3.3788, 4.1555, -0.9858], [3.5354, 5.7012, -1.3362], [0.2347, 3.0962, -0.7046], [0.7133, 2.3186, -1.8636], [1.8293, 1.2660, -1.5520], [1.2682, -0.1490, -1.0857], [1.1980, -1.1888, -2.2866], [1.7175, -2.6229, -1.8877], [0.6914, -3.3132, -0.9006], [1.1566, -4.7931, -0.6182], [2.3213, -4.7525, 0.4637], [1.7681, -4.9820, 1.7790], [2.6308, -5.9360, 2.4362], [-1.0764, 3.2771, -0.3221], [-2.2184, 2.6757, -1.0162], [-1.1550, 7.3569, 3.7413], [-4.9074, 3.2305, 2.0058], [-3.6092, 3.5743, 3.1897], [-4.5219, 5.9810, 3.4231], [-6.4726, 5.2771, 4.5378], [-6.1256, 3.5836, 3.8371], [-7.2188, 4.7159, 2.9722], [-6.5317, 6.6671, 1.9810], [-5.3460, 7.7784, 0.2679], [-3.9845, 6.6094, 0.2021], [-4.2165, 7.7329, 1.6853], [-7.4386, 4.9949, 0.6387], [-5.8416, 4.1669, 0.2513], [-6.2653, 5.7181, -0.5354], [2.6199, 5.0252, 0.8533], [4.3912, 3.6946, -0.8259], [2.9518, 3.6608, -1.8857], [2.7843, 6.3475, -0.8194], [3.3695, 5.8245, -2.4409], [4.5540, 6.0485, -1.0428], [1.1284, 3.0631, -2.6015], [-0.0977, 1.7853, -2.4223], [2.3508, 1.0663, -2.5316], [2.6253, 1.6084, -0.8518], [0.3150, -0.0776, -0.5061], [2.0441, -0.5672, -0.3800], [1.7914, -0.8667, -3.1809], [0.1149, -1.2480, -2.5885], [2.7652, -2.6139, -1.4986], [1.7228, -3.2565, -2.8213], [-0.3443, -3.2550, -1.3297], [0.7374, -2.7179, 0.0574], [0.3265, -5.4167, -0.1983], [1.5981, -5.2288, -1.5499], [2.7449, -3.7130, 0.4407], [3.1307, -5.4776, 0.1968], [3.6145, -5.4423, 2.6592], [2.1530, -6.2026, 3.4102], [2.7623, -6.8721, 1.8335], [-3.0712, 2.4889, -0.3124], [-2.6270, 3.3322, -1.8355], [-1.9917, 1.6903, -1.4922], [1.9953, -9.1009, -0.4197], [1.8966, -9.1160, -1.9479], [3.2218, -8.5852, -2.4985], [4.4692, -8.9805, -1.2733], [4.9781, -7.7475, -0.7205], [5.3367, -10.0072, -1.7902], [3.3523, -9.7127, -0.0855], [1.1799, -9.6571, 0.0440], [1.9505, -8.0690, -0.0576], [1.7385, -10.1416, -2.2922], [1.0561, -8.5184, -2.3039], [3.4851, -9.0580, -3.4434], [3.1996, -7.5017, -2.6182], [3.6890, -9.4897, 0.9257], [3.3492, -10.7909, -0.2514]],
  "forces_ev_per_angstrom": [[0.297, -0.649, -0.883], [-0.487, 1.087, -0.828], [1.289, 1.052, 2.183], [-0.207, -0.410, 0.046], [-1.829, 0.035, 0.508], [-0.809, -0.198, 0.385], [0.370, -0.163, -0.741], [0.469, 0.593, -0.200], [-1.122, -0.244, -0.203], [0.192, 0.744, -0.249], [1.755, 0.000, 0.119], [-1.106, -2.509, -3.626], [-0.743, 1.178, 2.089], [-0.017, 0.078, -0.940], [-0.446, 0.340, -0.515], [0.311, 0.751, 0.085], [0.022, -0.481, -0.419], [1.703, 0.519, 1.005], [1.008, -0.170, -1.514], [-0.391, -0.972, -0.224], [1.545, -0.166, -0.179], [-0.275, -0.128, 0.426], [-1.554, -0.219, -0.603], [1.030, 0.035, 0.012], [0.596, 0.731, 0.791], [-0.906, 0.583, -0.734], [1.326, -1.106, -0.803], [-0.263, 0.322, 0.918], [-0.656, 0.458, 1.034], [-1.495, -0.397, -0.851], [-0.605, -1.268, -0.222], [0.901, 0.695, 0.069], [-0.083, 0.605, -0.797], [-0.266, -0.773, -0.793], [0.146, -0.707, -0.690], [-0.235, 1.061, 0.241], [0.775, -0.061, 0.735], [0.836, -0.650, -0.256], [0.738, -0.526, 0.591], [-0.298, 0.466, 0.776], [-0.149, -0.627, -0.713], [0.894, -0.155, -0.236], [-0.451, 0.712, 0.291], [-0.272, -0.621, 0.878], [-0.350, -1.174, -0.300], [-1.035, 0.483, -0.107], [0.125, 0.132, 0.959], [0.518, -0.602, -0.359], [0.429, 0.114, 1.067], [-0.844, -0.128, -0.366], [-0.552, -0.618, 0.743], [0.389, 0.674, 0.925], [-0.488, 0.451, 0.907], [-0.876, 0.024, -0.460], [0.660, -0.007, -0.544], [-0.867, 0.478, -0.468], [-0.514, 0.093, 0.829], [1.047, -0.215, -0.036], [-0.862, 0.160, -0.145], [0.135, 0.651, 0.786], [0.934, -0.058, 0.340], [-0.411, -0.732, -0.748], [0.751, 0.404, -0.546], [-0.694, 0.190, 0.602], [-0.036, -0.879, 0.102], [-0.649, 0.473, 0.405], [-0.646, -0.671, -0.283], [0.336, 0.222, -0.784], [-0.004, 0.827, 0.414], [1.131, 0.333, -0.441], [0.639, -0.407, 0.853], [0.268, 0.858, 0.671], [-0.030, 0.062, -0.004], [-0.148, -0.085, 0.006], [-0.385, 0.102, -0.344], [-0.058, -0.325, 0.055], [0.098, -0.075, -0.090], [0.185, 0.318, 0.077], [-0.392, -0.026, 0.241], [0.047, 0.045, 0.003], [-0.008, -0.046, 0.020], [0.019, 0.051, 0.029], [0.048, -0.040, -0.002], [0.176, 0.084, 0.086], [0.128, -0.045, 0.064], [0.161, -0.001, -0.099], [0.085, 0.057, -0.020]],
  "mulliken_charge": [-0.1125, -0.6491, 0.2045, -0.0727, -1.4281, 0.7904, -1.2778, 0.0498, -1.4029, -1.1997, 0.6496, -0.4623, 0.2664, -1.4031, 0.1617, 0.0500, -1.2330, 0.2371, -0.9293, -0.1206, -0.6349, -0.6913, -0.6866, -0.6970, -0.3741, -0.4620, -0.3882, -0.3866, 0.1353, -0.7065, 0.4002, 0.6345, 0.4250, 0.3857, 0.3020, 0.3617, 0.3062, 0.5232, 0.4747, 0.1434, 0.3168, 0.3716, 0.1792, 0.3579, 0.6677, 0.4382, 0.0701, 0.3381, 0.3398, 0.2971, 0.3512, 0.4866, 0.3797, 0.0626, 0.2817, 0.3098, 0.4430, 0.2240, 0.2989, 0.3694, 0.4226, 0.2134, 0.3832, 0.0822, 0.2850, 0.3657, 0.2879, 0.2576, 0.0053, 0.2394, 0.2923, 0.3870, 0.0138, -0.7437, -0.6030, 1.1461, -0.6280, -0.6983, -0.8131, 0.4183, -0.2506, 0.3497, 0.3489, 0.3737, 0.2871, 0.4394, 0.3719]
}